Record 1
Entry from OMol25: 13 unconnected molecules or ions with the total composition C39H104O39S13 in a non-equilibrium geometry (wB97M-V/def2-TZVPD).

Structure (XYZ):
```
195
Properties=species:S:1:pos:R:3:mulliken_charge:R:1
O 1.082 -0.498 -4.965 0.40
S 2.414 -1.033 -4.823 0.79
O 3.267 -0.771 -3.696 -0.67
O 2.316 -2.634 -5.115 -0.33
C 1.184 -3.051 -5.915 0.58
C 1.460 -4.524 -6.270 -1.44
C 3.353 -0.600 -6.277 -0.94
H 1.041 -2.533 -6.865 0.00
H 0.279 -2.922 -5.328 0.13
H 0.613 -5.118 -5.919 0.33
H 2.317 -4.965 -5.761 0.34
H 1.601 -4.727 -7.330 0.37
H 2.639 -0.514 -7.092 0.01
H 4.117 -1.352 -6.443 0.46
H 3.767 0.368 -5.997 0.28
O -3.473 5.178 0.603 -0.78
S -2.406 4.616 -0.163 1.26
O -1.936 3.285 0.158 -0.64
O -2.821 4.628 -1.726 -0.63
C -2.053 3.762 -2.578 2.81
C -2.478 4.050 -4.020 -1.05
C -1.035 5.787 -0.225 -0.82
H -2.106 2.706 -2.314 -1.58
H -1.001 4.041 -2.438 -0.21
H -1.857 3.503 -4.727 -0.22
H -2.229 5.111 -4.115 0.47
H -3.531 3.886 -4.227 0.33
H -0.968 6.478 0.609 0.43
H -1.085 6.270 -1.197 0.44
H -0.131 5.183 -0.132 -0.05
O -6.387 -0.261 1.879 -0.69
S -5.794 -0.309 3.175 1.11
O -4.896 0.731 3.609 -0.56
O -7.009 -0.459 4.236 -0.28
C -6.813 0.049 5.553 0.20
C -8.110 -0.176 6.313 -1.39
C -5.073 -1.971 3.294 -0.53
H -6.428 1.068 5.540 0.28
H -6.075 -0.521 6.128 0.12
H -8.180 0.126 7.360 0.38
H -8.261 -1.257 6.392 0.31
H -9.027 0.207 5.862 0.33
H -5.729 -2.721 2.866 0.44
H -4.979 -2.166 4.366 0.29
H -4.037 -1.956 2.957 -0.11
O -1.557 -1.823 1.592 -0.43
S -1.002 -0.519 1.332 0.59
O 0.352 -0.202 1.722 0.33
O -1.148 -0.270 -0.286 0.10
C -0.295 0.736 -0.809 2.04
C -0.348 0.664 -2.326 0.74
C -2.079 0.866 1.903 2.40
H 0.747 0.611 -0.497 -0.01
H -0.529 1.720 -0.387 -0.81
H -0.858 -0.184 -2.789 -0.18
H 0.629 0.784 -2.781 0.25
H -1.050 1.429 -2.678 -1.63
H -1.690 1.771 1.429 -1.25
H -2.076 0.905 2.984 -0.82
H -3.040 0.780 1.399 -0.44
O 0.806 -6.292 -2.876 -0.65
S 1.991 -6.137 -2.055 1.28
O 3.310 -6.227 -2.630 -0.67
O 1.862 -4.770 -1.232 -0.13
C 1.515 -3.583 -1.972 -1.03
C 1.699 -2.458 -0.993 0.84
C 1.929 -7.273 -0.655 -1.00
H 0.510 -3.727 -2.377 0.42
H 2.185 -3.445 -2.823 0.37
H 1.360 -1.508 -1.424 -0.64
H 2.759 -2.275 -0.810 0.33
H 1.127 -2.576 -0.073 -0.34
H 1.764 -8.265 -1.064 0.41
H 1.157 -6.948 0.033 0.27
H 2.927 -7.204 -0.230 0.34
O -3.653 -0.442 -8.074 -0.66
S -2.382 -0.463 -7.425 1.24
O -1.625 -1.689 -7.260 -0.63
O -1.473 0.605 -8.240 -0.46
C -0.050 0.551 -8.023 1.66
C 0.593 0.632 -9.397 -1.59
C -2.508 0.346 -5.780 -0.69
H 0.235 -0.406 -7.582 -0.63
H 0.186 1.362 -7.337 -0.22
H 0.402 1.632 -9.789 0.34
H 0.206 -0.134 -10.064 0.39
H 1.675 0.499 -9.316 0.32
H -1.678 -0.072 -5.219 -0.07
H -3.450 0.025 -5.335 0.52
H -2.619 1.418 -5.902 0.25
O -1.253 3.449 3.590 -0.61
S 0.046 3.922 3.200 1.27
O 0.102 5.070 2.342 -0.62
O 0.937 4.272 4.518 -0.39
C 0.672 3.437 5.653 0.55
C 1.544 3.846 6.844 -1.45
C 0.951 2.551 2.487 0.62
H 0.805 2.382 5.406 -0.05
H -0.354 3.635 5.968 0.28
H 1.826 3.007 7.482 0.42
H 1.030 4.560 7.481 0.31
H 2.499 4.189 6.440 0.42
H 2.008 2.794 2.566 0.79
H 0.627 2.394 1.461 -0.82
H 0.694 1.658 3.055 -0.46
O -3.606 0.904 -3.432 -0.40
S -4.726 0.621 -2.572 1.09
O -6.068 0.873 -3.022 -0.73
O -4.672 -0.973 -2.236 -0.48
C -3.427 -1.574 -1.904 1.79
C -3.751 -2.933 -1.295 -1.44
C -4.457 1.419 -0.946 -0.32
H -2.813 -1.028 -1.178 -0.78
H -2.811 -1.591 -2.809 0.02
H -2.801 -3.293 -0.885 0.27
H -4.144 -3.644 -2.014 0.44
H -4.364 -2.755 -0.413 0.27
H -3.395 1.330 -0.736 -0.56
H -5.059 0.868 -0.223 0.36
H -4.825 2.441 -0.985 0.56
O 4.631 -2.307 1.085 -0.85
S 3.629 -2.811 1.990 0.97
O 2.645 -3.797 1.620 -0.41
O 4.355 -3.470 3.275 -0.21
C 5.656 -3.056 3.675 -0.23
C 6.596 -4.245 3.703 -1.25
C 2.825 -1.441 2.813 0.14
H 5.589 -2.450 4.583 0.41
H 6.039 -2.330 2.947 0.27
H 6.372 -4.819 4.607 0.32
H 7.643 -3.958 3.724 0.37
H 6.297 -4.888 2.877 0.30
H 2.157 -1.873 3.556 -0.04
H 2.301 -0.772 2.137 -0.61
H 3.654 -0.952 3.324 0.64
O 1.777 -4.082 5.245 -0.57
S 0.658 -4.723 4.577 1.26
O 0.709 -6.054 4.029 -0.72
O -0.622 -4.742 5.596 -0.42
C -0.578 -3.855 6.715 0.41
C -2.022 -3.610 7.115 -1.25
C -0.074 -3.649 3.380 0.38
H -0.073 -2.928 6.426 -0.11
H -0.028 -4.176 7.603 0.27
H -2.684 -3.508 6.258 0.19
H -2.124 -2.755 7.781 0.27
H -2.372 -4.466 7.697 0.47
H 0.507 -3.643 2.457 -0.31
H -0.125 -2.642 3.788 -0.51
H -1.012 -4.106 3.075 0.62
O -0.016 -0.092 5.163 -0.74
S -1.338 -0.060 5.745 1.36
O -2.442 -0.794 5.166 -0.43
O -1.258 -0.415 7.288 -0.19
C -0.050 -0.367 8.066 -0.44
C 0.595 1.018 8.085 -0.75
C -1.931 1.646 5.995 -1.07
H 0.655 -1.128 7.733 0.23
H -0.349 -0.617 9.081 0.39
H -0.112 1.759 8.463 0.37
H 0.938 1.387 7.119 -0.14
H 1.471 1.060 8.733 0.57
H -1.280 2.356 6.493 -0.07
H -2.869 1.535 6.535 0.52
H -2.195 2.046 5.014 0.20
O 1.654 3.130 -0.847 -0.54
S 2.958 3.626 -0.508 1.53
O 3.085 4.963 0.006 -0.81
O 3.699 2.638 0.539 -0.54
C 3.741 1.254 0.237 1.69
C 4.866 0.570 1.002 -1.74
C 4.022 3.596 -1.936 -0.80
H 3.910 1.059 -0.825 0.13
H 2.827 0.709 0.498 -0.95
H 4.947 0.769 2.071 0.33
H 5.821 0.959 0.629 0.48
H 4.892 -0.499 0.797 0.41
H 3.544 4.301 -2.610 0.29
H 3.990 2.576 -2.311 0.05
H 5.000 3.926 -1.600 0.48
O -0.087 2.462 -5.104 -0.79
S 1.242 2.982 -5.017 1.20
O 2.252 2.341 -4.192 -0.49
O 1.896 3.218 -6.511 -0.27
C 3.315 3.412 -6.530 0.19
C 3.731 3.388 -8.009 -1.28
C 1.065 4.759 -4.616 -1.24
H 3.804 2.625 -5.955 0.08
H 3.605 4.340 -6.030 0.27
H 3.342 4.235 -8.571 0.37
H 3.294 2.526 -8.517 0.18
H 4.812 3.284 -8.077 0.39
H 1.979 5.343 -4.709 0.45
H 0.902 4.822 -3.534 0.14
H 0.183 5.190 -5.079 0.40
```

Computed properties:
energy = -262833.242 eV
HOMO-LUMO gap = 10.27 eV
HOMO = -10.39 eV

Record 2
Entry from OMol25: 18 unconnected molecules or ions with the total composition C39H114O33 in a non-equilibrium geometry (wB97M-V/def2-TZVPD).

Structure (XYZ):
```
186
Properties=species:S:1:pos:R:3:mulliken_charge:R:1
C -19.932 25.659 -26.516 -1.01
C -21.038 26.582 -26.088 1.36
C -21.389 27.814 -26.891 -1.63
O -22.139 25.642 -26.113 -0.04
H -18.930 26.069 -26.639 0.47
H -20.140 25.349 -27.540 0.15
H -19.767 24.739 -25.955 0.10
H -20.864 26.836 -25.042 -0.28
H -20.542 28.496 -26.829 0.38
H -22.295 28.300 -26.528 0.30
H -21.480 27.419 -27.903 0.31
H -21.887 25.138 -25.336 -0.16
C -29.926 21.987 -20.982 -0.92
C -29.635 23.507 -20.947 0.38
C -28.137 23.888 -20.667 -1.12
O -29.948 24.180 -22.233 -0.55
H -29.223 21.444 -20.349 0.15
H -29.723 21.710 -22.017 0.25
H -30.957 21.828 -20.668 0.36
H -30.259 24.046 -20.234 0.23
H -27.919 24.879 -21.064 0.41
H -27.411 23.319 -21.248 0.31
H -27.705 23.970 -19.670 0.18
H -30.688 23.645 -22.529 0.30
C -27.747 15.354 -23.835 -1.37
C -27.778 16.282 -22.543 0.55
C -26.461 17.091 -22.379 -0.72
O -28.908 17.164 -22.562 -0.53
H -27.803 16.047 -24.674 0.31
H -28.660 14.762 -23.893 0.39
H -26.856 14.735 -23.943 0.38
H -27.789 15.578 -21.711 0.14
H -26.288 17.855 -23.136 -0.16
H -25.619 16.399 -22.400 0.38
H -26.333 17.661 -21.459 0.35
H -29.568 16.970 -23.232 0.31
C -22.601 22.083 -22.386 0.28
C -22.670 23.549 -22.659 -0.60
O -21.519 24.112 -23.281 1.22
O -22.053 21.574 -23.616 -0.55
H -23.602 21.777 -22.084 0.65
H -21.803 21.948 -21.656 -0.41
H -22.795 24.018 -21.683 0.14
H -23.493 23.730 -23.351 0.10
H -21.105 24.657 -22.608 -0.80
H -21.375 22.251 -23.678 -0.03
C -25.653 27.532 -24.100 -0.08
C -24.166 27.200 -24.467 0.10
O -23.287 28.092 -23.775 -0.59
O -26.020 28.846 -24.633 -0.59
H -25.956 27.526 -23.053 0.27
H -26.086 26.860 -24.841 0.15
H -24.156 27.410 -25.536 0.12
H -23.857 26.156 -24.427 -0.06
H -22.569 27.624 -23.344 0.19
H -25.328 29.482 -24.437 0.33
C -22.789 23.793 -18.057 -0.26
C -21.875 22.672 -17.456 -0.55
O -21.345 21.921 -18.554 -0.35
O -23.971 23.268 -18.744 -0.11
H -22.267 24.458 -18.745 0.15
H -23.213 24.451 -17.299 0.28
H -22.387 21.957 -16.812 0.17
H -21.090 23.150 -16.870 0.40
H -22.124 21.855 -19.111 0.21
H -24.626 23.192 -18.047 -0.06
C -19.433 16.139 -24.218 -0.13
C -18.749 15.372 -23.042 -0.48
O -19.593 15.284 -22.039 -0.49
O -19.194 17.543 -24.121 -0.29
H -20.505 16.075 -24.400 -0.04
H -18.967 15.811 -25.147 0.30
H -17.781 15.792 -22.770 0.28
H -18.523 14.363 -23.384 0.48
H -19.605 14.399 -21.669 0.32
H -18.409 17.596 -23.572 0.25
C -15.094 25.713 -23.162 -0.53
C -15.903 24.611 -23.926 -0.20
O -17.294 24.950 -23.891 -0.23
O -15.379 26.953 -23.655 -0.60
H -14.018 25.566 -23.080 0.38
H -15.429 25.791 -22.128 0.19
H -15.799 23.615 -23.495 0.25
H -15.515 24.753 -24.935 0.25
H -17.680 24.324 -24.508 0.11
H -16.260 26.948 -24.036 0.32
C -23.890 17.613 -25.341 -0.20
C -23.221 18.999 -25.095 0.07
O -24.095 19.938 -24.629 -0.52
O -22.909 16.709 -25.660 -0.59
H -24.571 17.658 -26.191 0.33
H -24.510 17.332 -24.489 -0.05
H -22.879 19.438 -26.032 0.17
H -22.389 18.808 -24.417 0.19
H -23.550 20.695 -24.402 0.19
H -22.260 16.689 -24.953 0.19
C -17.637 21.782 -25.074 -0.14
C -18.346 20.548 -25.732 -0.21
O -17.997 20.666 -27.035 -0.59
O -17.877 23.037 -25.641 -0.41
H -16.549 21.719 -25.052 0.28
H -17.914 21.764 -24.020 0.06
H -19.434 20.612 -25.695 0.24
H -17.910 19.683 -25.233 0.20
H -18.505 21.362 -27.458 0.31
H -18.067 22.929 -26.575 0.20
C -22.526 24.003 -28.812 0.37
C -23.876 24.423 -29.432 -0.50
O -23.725 25.067 -30.603 -0.63
O -21.747 22.930 -29.308 -0.54
H -22.714 23.886 -27.745 0.04
H -21.885 24.882 -28.871 -0.01
H -24.458 25.119 -28.828 0.27
H -24.568 23.582 -29.424 0.33
H -23.392 25.962 -30.498 0.35
H -21.493 23.358 -30.129 0.35
C -25.360 26.892 -19.722 -0.27
C -25.179 27.193 -18.188 -0.86
O -25.556 26.151 -17.317 -0.48
O -24.496 25.825 -20.000 0.39
H -25.162 27.801 -20.291 0.44
H -26.338 26.450 -19.909 0.02
H -25.942 27.934 -17.952 0.40
H -24.216 27.668 -17.999 0.42
H -25.048 26.283 -16.513 0.31
H -24.589 25.123 -19.352 -0.07
C -21.366 28.254 -21.431 -0.82
C -22.499 28.886 -20.546 -0.09
O -23.627 29.466 -21.278 -0.63
O -21.592 26.857 -21.794 0.20
H -20.352 28.415 -21.065 0.55
H -21.403 28.779 -22.386 0.42
H -21.986 29.712 -20.055 0.42
H -23.032 28.217 -19.869 -0.22
H -23.883 28.865 -21.982 0.40
H -20.771 26.361 -21.760 -0.11
C -26.924 21.067 -17.878 -0.04
C -26.145 21.190 -16.491 -0.62
O -25.668 22.537 -16.335 -0.49
O -28.180 21.834 -17.850 -0.51
H -27.112 19.998 -17.977 0.40
H -26.224 21.394 -18.646 0.08
H -25.327 20.475 -16.584 0.32
H -26.711 21.054 -15.569 0.35
H -26.459 23.061 -16.186 0.23
H -28.142 22.767 -17.626 0.28
C -18.790 23.796 -20.421 0.00
C -18.864 25.227 -20.671 -0.40
O -19.271 25.302 -21.983 -0.63
O -17.726 23.230 -21.197 -0.52
H -19.809 23.429 -20.538 -0.06
H -18.490 23.558 -19.400 0.37
H -17.907 25.747 -20.701 0.27
H -19.584 25.712 -20.012 0.37
H -18.542 24.949 -22.498 0.18
H -17.966 22.302 -21.254 0.23
C -27.626 20.392 -24.883 -0.19
C -28.426 20.702 -26.146 -0.39
O -29.469 19.818 -26.393 -0.60
O -26.710 19.349 -25.251 -0.33
H -28.337 20.112 -24.106 0.16
H -27.095 21.315 -24.650 0.31
H -27.696 20.784 -26.952 0.29
H -28.807 21.697 -25.914 0.21
H -29.112 19.043 -26.834 0.35
H -25.785 19.544 -25.081 0.33
C -27.866 24.585 -27.293 -0.48
C -27.232 23.765 -28.337 0.06
O -28.095 23.498 -29.389 -0.58
O -27.229 24.544 -26.027 -0.45
H -28.836 24.200 -26.977 0.38
H -28.208 25.595 -27.519 0.36
H -26.689 22.870 -28.035 0.29
H -26.449 24.425 -28.708 -0.12
H -27.961 24.008 -30.191 0.32
H -27.820 24.999 -25.423 0.23
C -19.517 19.384 -20.394 -0.08
C -20.220 18.038 -20.479 -0.50
O -20.896 17.959 -21.767 -0.30
O -18.971 19.823 -21.655 -0.31
H -18.671 19.232 -19.723 0.39
H -20.343 20.014 -20.065 0.03
H -20.998 17.833 -19.744 0.25
H -19.462 17.255 -20.457 0.27
H -20.526 17.208 -22.238 0.13
H -19.558 19.403 -22.288 0.18
```

Computed properties:
energy = -109845.793 eV
HOMO-LUMO gap = 9.07 eV
HOMO = -8.98 eV

Record 3
Entry from OMol25: a molecular structure, C39H23N10OSSn in a non-equilibrium geometry (wB97M-V/def2-TZVPD).

Structure (XYZ):
```
75
Properties=species:S:1:pos:R:3:mulliken_charge:R:1
Sn 0.500 0.170 -0.263 0.71
C -6.151 1.597 -1.651 -0.58
C -6.138 1.992 -0.310 -0.54
C -5.002 1.921 0.493 -0.37
C -3.858 1.553 -0.096 0.54
C -2.566 1.176 0.506 -0.17
N -1.786 0.653 -0.467 0.17
C -2.559 0.543 -1.646 -0.52
N -2.156 -0.173 -2.696 -0.41
C -1.117 -0.953 -2.863 -0.70
C -1.005 -1.877 -3.939 0.67
C -1.766 -1.983 -5.150 -0.40
C -1.451 -3.058 -5.963 -0.47
C -0.408 -3.908 -5.706 -0.50
C 0.379 -3.831 -4.580 -0.20
C 0.104 -2.752 -3.781 0.71
C 0.669 -2.286 -2.527 -0.54
N 1.565 -3.039 -1.877 -0.37
C 2.052 -2.904 -0.650 -0.43
N 1.571 -1.916 0.234 0.14
C 1.790 -2.298 1.498 -0.02
N 1.389 -1.684 2.600 -0.59
C 0.459 -0.701 2.707 0.05
N -0.332 -0.158 1.771 -0.27
C -1.269 0.721 2.386 -0.20
N -2.286 1.347 1.805 -0.65
C -0.880 0.807 3.820 0.21
C -1.428 1.493 4.903 -0.25
C -0.921 1.256 6.158 -0.65
C 0.355 0.636 6.355 -0.64
C 0.929 -0.037 5.245 -0.31
C 0.245 -0.054 4.030 0.56
C 2.669 -3.535 1.388 0.37
C 3.239 -4.332 2.388 -0.23
C 3.904 -5.516 2.095 -0.68
C 3.947 -5.897 0.713 -0.39
C 3.558 -5.024 -0.290 -0.62
C 2.816 -3.882 0.048 0.56
N -0.068 -1.253 -1.979 -0.06
C -3.829 1.122 -1.444 0.37
C -4.939 1.141 -2.262 -0.13
H -7.012 1.697 -2.297 0.39
H -7.088 2.431 0.023 0.32
H -5.055 2.068 1.554 0.53
H -2.683 -1.420 -5.075 0.40
H -1.984 -3.156 -6.934 0.32
H -0.279 -4.710 -6.415 0.36
H 1.263 -4.462 -4.386 0.42
H -2.320 2.082 4.764 0.51
H -1.500 1.616 6.990 0.39
H 0.797 0.613 7.302 0.46
H 1.878 -0.541 5.298 0.50
H 3.101 -3.985 3.371 0.55
H 4.383 -6.089 2.879 0.40
H 4.414 -6.834 0.475 0.39
H 3.470 -5.414 -1.306 0.36
H -4.840 0.913 -3.341 0.39
O 2.233 2.343 1.033 0.10
C 2.935 3.075 0.074 -0.67
C 1.924 3.738 -0.865 0.50
C 0.913 4.491 -0.300 -0.45
C -0.009 5.076 -1.152 -0.48
C 0.039 4.812 -2.514 -0.26
C 1.085 4.049 -2.992 -0.31
N 1.958 3.437 -2.180 -0.50
H 2.690 2.425 1.915 -0.07
H 3.597 2.474 -0.556 0.12
H 3.555 3.848 0.520 0.39
H 0.842 4.537 0.783 0.48
H -0.841 5.618 -0.751 0.41
H -0.753 5.125 -3.249 0.31
H 1.205 3.926 -4.058 0.39
S 5.141 2.957 3.040 -0.52
C 3.848 3.794 3.504 0.29
N 2.865 4.396 3.846 -0.64
```

Computed properties:
energy = -74433.742 eV
charge = -1
HOMO-LUMO gap (spin up / spin down) = 4.54 / 4.61 eV
HOMO (spin up / spin down) = -4.27 / -4.27 eV

Question: energy of number 2 (C39H114O33)?
Answer: -109845.793 eV